i:
# CH10NO4

4 unconnected molecules or ions with the total composition CH10NO4 (the ωB97M-V functional and the def2-TZVPD basis, OMol25).

```
16
CH10NO4 the ωB97M-V functional and the def2-TZVPD basis
N 0.972 1.990 0.231
C 0.340 0.764 -0.065
O 0.472 -0.442 0.771
H 1.555 2.130 -0.530
H 1.730 1.886 0.916
H 0.655 0.455 -1.117
H -0.801 1.019 -0.155
H -1.948 -2.222 -0.221
H -0.475 -1.257 0.128
O -1.223 -1.755 -0.557
H -2.314 -0.140 -2.880
H -2.042 -1.312 -2.017
O -2.655 -1.120 -2.806
H 1.430 0.311 2.138
H 2.318 -0.592 3.202
O 1.986 0.285 2.962
```

Values from the calculation:
- E_HOMO (eV) = -4.2
- lowest unoccupied orbital energy (hartree) = 0.1505
- total charge = -1
- HOMO-LUMO gap (eV) = 8.3

Listed below, in e, are the Löwdin charges computed for each atom: -0.02, -0.46, -0.34, 0.02, 0.06, 0.10, 0.11, -0.03, 0.02, -0.19, 0.07, -0.02, -0.19, -0.02, 0.02, -0.13

---

ii:
# CH10NO4

4 unconnected molecules or ions with the total composition CH10NO4 (the ωB97M-V functional and the def2-TZVPD basis, OMol25).

```
16
CH10NO4 the ωB97M-V functional and the def2-TZVPD basis
N 1.399 0.323 -1.285
C 0.299 1.156 -0.744
O -0.595 0.489 0.014
H 2.086 0.935 -1.710
H 1.867 -0.262 -0.605
H 0.769 2.040 -0.230
H -0.183 1.778 -1.525
H 0.057 -1.992 -1.588
H -0.686 -1.016 -0.669
O -0.686 -1.973 -0.975
H 0.486 -2.332 0.670
H 1.038 -1.307 1.635
O 1.307 -2.063 1.101
H -1.335 1.672 0.939
H -1.538 1.828 2.438
O -1.813 2.237 1.619
```

Values from the calculation:
- E_HOMO (eV) = -3.8
- lowest unoccupied orbital energy (hartree) = 0.1519
- total charge = -1
- HOMO-LUMO gap (eV) = 7.9

Listed below, in e, are the Löwdin charges computed for each atom: -0.01, -0.54, -0.30, 0.04, 0.03, 0.08, 0.09, 0.01, -0.02, -0.14, 0.00, 0.03, -0.09, -0.02, -0.01, -0.14

---

iii:
# CH10NO4

4 unconnected molecules or ions with the total composition CH10NO4 (the ωB97M-V functional and the def2-TZVPD basis, OMol25).

```
16
CH10NO4 the ωB97M-V functional and the def2-TZVPD basis
N -1.846 1.220 -1.777
C -0.974 1.009 -0.593
O 0.359 1.232 -0.833
H -2.235 0.325 -2.057
H -1.410 1.514 -2.641
H -1.163 -0.039 -0.278
H -1.425 1.609 0.211
H 2.158 -0.771 0.513
H 0.789 0.317 -0.891
O 1.788 -0.830 -0.366
H 0.761 -2.887 1.520
H 1.028 -2.285 0.128
O 0.344 -2.776 0.672
H 0.032 0.498 1.692
H 1.370 0.899 2.263
O 0.422 0.966 2.438
```

Values from the calculation:
- E_HOMO (eV) = -4.4
- lowest unoccupied orbital energy (hartree) = 0.1490
- total charge = -1
- HOMO-LUMO gap (eV) = 8.4

Listed below, in e, are the Löwdin charges computed for each atom: -0.02, -0.42, -0.11, 0.04, 0.04, 0.11, 0.09, -0.10, 0.02, -0.43, -0.01, -0.03, -0.15, 0.00, 0.03, -0.07

---

Which of them is most stable, and which least? Most stable: ii; least stable: i.

---

i:
# CHN3O3

A molecular structure, CHN3O3 (the ωB97M-V functional and the def2-TZVPD basis, OMol25).

```
8
CHN3O3 the ωB97M-V functional and the def2-TZVPD basis
C -0.197 0.180 0.277
N 0.870 -0.745 -0.914
N 0.672 1.168 0.444
N -0.208 -0.817 1.282
O 0.383 -0.817 -1.961
O 0.592 2.313 0.074
O -1.054 -1.662 1.138
H -1.059 0.379 -0.341
```

Values from the calculation:
- E_HOMO (alpha / beta) (eV) = -9.4 / -9.3
- lowest unoccupied orbital energy (alpha / beta) (hartree) = -0.0769 / -0.0771
- HOMO-LUMO gap (alpha / beta) (eV) = 7.3 / 7.2

Listed below, in e, are the Löwdin charges computed for each atom: -0.34, 0.16, -0.09, -0.02, 0.11, 0.04, 0.02, 0.13

---

ii:
# CHN3O3

A single CHN3O3 molecule (the ωB97M-V functional and the def2-TZVPD basis, OMol25).

```
8
CHN3O3 the ωB97M-V functional and the def2-TZVPD basis
O 1.939 -0.396 -0.050
N 1.164 0.610 0.269
C -0.002 0.163 -0.155
O -1.069 1.152 -0.273
N -2.316 0.345 0.228
N -2.026 -0.805 0.047
O -0.631 -1.065 -0.128
H 2.941 -0.005 0.062
```

Values from the calculation:
- E_HOMO (eV) = -9.4
- SMILES = ON=c1onno1
- lowest unoccupied orbital energy (hartree) = -0.0145
- HOMO-LUMO gap (eV) = 9.0

Listed below, in e, are the Löwdin charges computed for each atom: -0.10, 0.03, -0.33, -0.02, 0.14, 0.05, 0.04, 0.20

---

Which of them is most stable, and which least? Most stable: ii; least stable: i.

---

i:
# C10H13NO

A single C10H13NO molecule (the ωB97M-V functional and the def2-TZVPD basis, OMol25).

```
25
C10H13NO the ωB97M-V functional and the def2-TZVPD basis
C -2.989 -1.462 0.897
C -1.982 -0.482 0.236
C -2.025 0.043 -0.985
C -0.843 0.860 -1.212
C 0.024 0.751 0.086
C 0.123 2.125 0.811
N 1.236 0.041 -0.057
C 1.409 -1.077 -0.757
C 2.698 -1.547 -0.681
C 3.363 -0.646 0.183
C 2.453 0.371 0.520
O -0.930 -0.181 0.966
H -3.598 -1.990 0.119
H -3.554 -0.756 1.567
H -2.454 -2.161 1.560
H -2.815 -0.098 -1.872
H -0.114 0.423 -2.040
H -1.116 1.948 -1.473
H -0.805 2.393 1.160
H 0.681 2.878 0.219
H 0.813 2.009 1.629
H 0.507 -1.524 -1.291
H 3.031 -2.267 -1.322
H 4.375 -0.773 0.515
H 2.508 1.120 1.222
```

Values from the calculation:
- E_HOMO (eV) = -8.2
- SMILES = CC1=CC[C@](C)(n2cccc2)O1
- lowest unoccupied orbital energy (hartree) = 0.0333
- HOMO-LUMO gap (eV) = 9.1

Listed below, in e, are the Löwdin charges computed for each atom: 0.00, -0.42, -0.10, -0.15, -0.31, 0.02, -0.06, -0.12, -0.07, -0.07, -0.05, 0.01, 0.09, 0.09, 0.08, 0.16, 0.14, 0.14, 0.06, 0.11, 0.06, 0.16, 0.07, 0.09, 0.08

---

ii:
# C10H13NO

A single C10H13NO molecule (the ωB97M-V functional and the def2-TZVPD basis, OMol25).

```
25
C10H13NO the ωB97M-V functional and the def2-TZVPD basis
C -0.365 -2.380 1.084
C -0.289 -2.203 -0.207
N 0.640 -1.578 -1.042
C 1.342 -0.564 -0.517
C 2.757 -0.506 -0.521
C 3.382 0.565 -0.011
C 2.663 1.668 0.463
C 1.286 1.588 0.582
C 0.571 0.486 0.008
C -0.909 0.457 -0.063
O -1.310 1.409 -0.972
C -2.041 2.522 -0.253
H -1.314 -2.820 1.483
H 0.419 -2.001 1.712
H -1.147 -2.444 -0.899
H 1.148 -2.181 -1.528
H 3.111 -1.533 -0.758
H 4.383 0.477 0.076
H 3.187 2.526 0.769
H 0.838 2.481 1.070
H -1.269 -0.445 -0.467
H -1.330 0.775 0.990
H -1.326 3.013 0.308
H -2.865 2.153 0.314
H -2.382 3.136 -1.073
```

Values from the calculation:
- E_HOMO (eV) = -7.9
- SMILES = C=CNc1ccccc1COC
- lowest unoccupied orbital energy (hartree) = 0.0379
- HOMO-LUMO gap (eV) = 8.9

Listed below, in e, are the Löwdin charges computed for each atom: 0.02, -0.26, 0.04, -0.25, -0.02, -0.10, -0.08, -0.01, -0.12, -0.24, -0.16, -0.02, 0.08, 0.07, 0.13, 0.08, 0.13, 0.07, 0.08, 0.12, 0.08, 0.17, 0.04, 0.08, 0.09

---

Which of them is most stable, and which least? Most stable: i; least stable: ii.

---

i:
# C10H13NO

A single C10H13NO molecule (the ωB97M-V functional and the def2-TZVPD basis, OMol25).

```
25
C10H13NO the ωB97M-V functional and the def2-TZVPD basis
C -0.720 -0.662 -1.826
C -0.674 -0.778 -0.340
C -1.982 -1.308 0.103
N -2.921 -1.853 0.427
C 0.561 -1.601 0.188
C 1.320 -0.507 0.871
C 1.848 0.431 -0.319
C 0.756 1.470 -0.439
C -0.405 0.707 0.321
C -1.638 1.573 0.570
O -1.858 2.643 0.043
C 0.343 0.316 1.601
H 0.229 -0.308 -2.046
H -1.420 0.046 -2.254
H -1.058 -1.610 -2.283
H 0.972 -2.307 -0.437
H 0.211 -2.210 1.046
H 2.140 -0.933 1.342
H 2.062 -0.242 -1.157
H 2.677 0.960 0.078
H 0.969 2.319 0.165
H 0.364 1.695 -1.402
H -2.249 1.168 1.345
H -0.183 -0.241 2.282
H 0.656 1.230 2.124
```

Values from the calculation:
- E_HOMO (eV) = -10.0
- SMILES = C[C@@]1(C#N)C[C@H]2CC[C@]1(C=O)C2
- lowest unoccupied orbital energy (hartree) = 0.0248
- HOMO-LUMO gap (eV) = 10.6

Listed below, in e, are the Löwdin charges computed for each atom: -0.03, -0.36, -0.19, 0.18, -0.07, -0.29, -0.10, -0.10, -0.30, -0.18, 0.08, -0.08, 0.05, 0.10, 0.11, 0.10, 0.13, 0.12, 0.12, 0.10, 0.11, 0.11, 0.12, 0.10, 0.15

---

ii:
# C10H13NO

A single C10H13NO molecule (the ωB97M-V functional and the def2-TZVPD basis, OMol25).

```
25
C10H13NO the ωB97M-V functional and the def2-TZVPD basis
C 1.403 1.583 -1.033
C 1.193 0.481 -0.065
C 2.528 0.116 0.624
C 0.022 0.315 0.861
C -1.276 0.884 0.389
C -2.387 -0.069 0.904
C -2.223 -1.135 -0.222
C -1.015 -0.558 -1.089
O -1.277 0.831 -0.923
C 0.313 -0.793 -0.221
C 0.822 -2.086 -0.275
N 1.297 -3.138 -0.422
H 1.353 2.552 -0.488
H 0.631 1.749 -1.842
H 2.423 1.446 -1.521
H 3.172 -0.398 0.013
H 2.460 -0.553 1.508
H 3.026 1.077 1.023
H 0.356 0.244 1.949
H -1.405 1.852 0.761
H -3.380 0.290 0.903
H -2.003 -0.525 1.843
H -1.971 -2.030 0.198
H -3.076 -1.268 -0.770
H -0.985 -0.866 -2.104
```

Values from the calculation:
- E_HOMO (eV) = -9.9
- SMILES = CC1(C)[C@H]2[C@@H]3CC[C@@H](O3)[C@]21C#N
- lowest unoccupied orbital energy (hartree) = 0.0288
- HOMO-LUMO gap (eV) = 10.7

Listed below, in e, are the Löwdin charges computed for each atom: -0.04, -0.40, -0.04, -0.06, -0.39, -0.05, -0.06, -0.13, -0.03, -0.20, -0.18, 0.17, 0.10, 0.10, 0.11, 0.05, 0.09, 0.12, 0.18, 0.15, 0.10, 0.13, 0.08, 0.08, 0.15

---

Which of them is most stable, and which least? Most stable: i; least stable: ii.

---

i:
# C10H8Cl3N5O4STe4Ti

A molecular structure, C10H8Cl3N5O4STe4Ti (the ωB97M-V functional and the def2-TZVPD basis, OMol25).

```
36
C10H8Cl3N5O4STe4Ti the ωB97M-V functional and the def2-TZVPD basis
Ti 0.316 0.069 0.766
O -2.159 -2.849 2.754
C -1.570 -2.125 1.964
O -1.334 -0.868 2.063
C -1.131 -2.664 0.615
C -1.299 -3.948 0.135
C -0.990 -4.198 -1.198
C -0.600 -3.156 -2.032
C -0.437 -1.910 -1.459
N -0.651 -1.705 -0.162
C -0.135 -0.615 -2.179
O -0.255 -0.515 -3.385
O 0.128 0.338 -1.340
H -1.670 -4.709 0.807
H -1.072 -5.201 -1.596
H -0.373 -3.287 -3.079
N -1.655 1.187 0.666
N -1.768 2.477 0.138
C -0.641 3.152 -0.202
N -0.905 4.361 -0.808
S 0.880 2.618 0.092
H -2.127 0.507 0.078
H -2.021 1.141 1.615
H -2.619 2.703 -0.351
H -1.693 4.873 -0.442
H -0.079 4.922 -0.940
Te 2.834 -2.877 -0.378
Te 2.974 -3.598 -2.964
Te 4.958 0.391 1.402
Te 3.008 -0.108 -0.354
Cl 1.530 -0.797 4.771
C 0.617 1.023 2.779
Cl 1.888 2.241 3.037
Cl -0.804 1.526 3.764
C 1.156 -0.323 3.075
N 1.333 -1.070 2.093
```

Values from the calculation:
- E_HOMO (eV) = -0.8
- lowest unoccupied orbital energy (hartree) = 0.1306
- total charge = -2
- HOMO-LUMO gap (eV) = 4.3

Listed below, in e, are the Löwdin charges computed for each atom: 0.63, 0.04, -0.58, -0.17, -0.18, 0.01, -0.04, -0.06, -0.23, 0.06, -0.60, 0.07, -0.30, 0.12, 0.11, 0.09, -0.04, -0.04, -0.82, 0.07, 0.76, 0.11, 0.05, 0.14, 0.09, 0.08, -0.04, -0.35, -0.26, 0.11, 0.53, -1.24, 0.48, 0.53, -1.03, -0.10

---

ii:
# C10H8Cl3N5O4STe4Ti

A molecular structure, C10H8Cl3N5O4STe4Ti (the ωB97M-V functional and the def2-TZVPD basis, OMol25).

```
36
C10H8Cl3N5O4STe4Ti the ωB97M-V functional and the def2-TZVPD basis
Ti 0.044 -0.340 -0.729
O -3.049 -1.586 1.877
C -2.127 -1.028 1.304
O -1.213 -1.560 0.568
C -1.893 0.462 1.495
C -2.621 1.343 2.266
C -2.117 2.638 2.427
C -0.901 2.996 1.874
C -0.250 2.049 1.095
N -0.766 0.842 0.912
C 1.167 2.110 0.576
O 1.947 2.943 0.986
O 1.440 1.104 -0.207
H -3.538 1.009 2.729
H -2.674 3.360 3.011
H -0.459 3.977 1.985
N 1.315 -1.224 1.168
N 2.324 -2.161 0.958
C 2.839 -2.274 -0.291
N 3.955 -3.074 -0.356
S 2.212 -1.529 -1.621
H 1.682 -0.359 1.548
H 0.546 -1.621 1.695
H 2.919 -2.396 1.738
H 3.976 -3.859 0.277
H 4.218 -3.302 -1.301
Te -1.057 3.214 -2.057
Te 0.048 5.607 -1.527
Te 0.289 1.220 -5.655
Te 0.885 1.512 -3.052
Cl -3.548 -1.557 -2.683
C -0.756 -1.926 -2.120
Cl -0.164 -2.045 -3.792
Cl -1.008 -3.600 -1.523
C -1.930 -1.027 -2.047
N -1.735 0.082 -1.531
```

Values from the calculation:
- E_HOMO (eV) = -0.6
- lowest unoccupied orbital energy (hartree) = 0.1243
- total charge = -2
- HOMO-LUMO gap (eV) = 3.9

Listed below, in e, are the Löwdin charges computed for each atom: 0.69, 0.05, -0.57, -0.20, -0.16, 0.02, -0.03, 0.00, -0.23, 0.05, -0.64, 0.07, -0.34, 0.11, 0.10, 0.12, 0.01, -0.06, -0.81, 0.07, 0.77, 0.11, 0.10, 0.14, 0.09, 0.08, -0.03, -0.40, -0.31, 0.08, 0.51, -1.28, 0.46, 0.51, -0.99, -0.09

---

Which of them is most stable, and which least? Most stable: i; least stable: ii.

---

i:
# C7H11N

A single C7H11N molecule (the ωB97M-V functional and the def2-TZVPD basis, OMol25).

```
19
C7H11N the ωB97M-V functional and the def2-TZVPD basis
C 1.158 1.388 -0.506
N 0.729 1.211 0.858
C 0.527 -0.169 1.279
C -0.931 -0.581 1.351
C -0.978 -1.152 -0.091
C -0.985 -0.043 -1.180
C 0.577 0.111 -1.134
C 0.591 -0.965 -0.079
H 0.869 2.291 -1.016
H 2.200 1.302 -0.498
H -0.244 1.631 0.868
H 1.262 -0.436 2.007
H -1.124 -1.293 2.158
H -1.477 0.314 1.487
H -1.471 -2.134 -0.208
H -1.583 0.791 -0.771
H -1.294 -0.271 -2.200
H 1.025 -0.113 -2.101
H 1.149 -1.881 -0.224
```

Values from the calculation:
- E_HOMO (eV) = -8.6
- SMILES = C1N[C@H]2C[C@H]3C[C@@H]1[C@H]32
- lowest unoccupied orbital energy (hartree) = 0.0424
- HOMO-LUMO gap (eV) = 9.8

Listed below, in e, are the Löwdin charges computed for each atom: -0.17, -0.04, -0.26, -0.11, -0.18, -0.09, -0.24, -0.18, 0.12, 0.09, 0.11, 0.12, 0.12, 0.09, 0.13, 0.11, 0.10, 0.13, 0.13

---

ii:
# C7H11N

A single C7H11N molecule (the ωB97M-V functional and the def2-TZVPD basis, OMol25).

```
19
C7H11N the ωB97M-V functional and the def2-TZVPD basis
N 2.287 0.251 0.239
C 0.878 0.269 0.076
C 0.255 1.417 -0.589
C -1.056 1.441 -0.250
C -1.322 0.306 0.633
C -1.249 -1.104 -0.418
C 0.166 -1.143 -0.825
C 0.019 0.112 1.330
H 2.776 0.397 -0.635
H 2.612 -0.608 0.664
H 0.755 2.034 -1.317
H -1.817 2.078 -0.669
H -2.234 0.290 1.219
H -1.964 -0.931 -1.219
H -1.564 -1.927 0.219
H 0.365 -0.956 -1.875
H 0.732 -1.994 -0.448
H 0.133 -0.850 1.828
H 0.230 0.917 2.038
```

Values from the calculation:
- E_HOMO (eV) = -8.4
- SMILES = N[C@@]12C=C[C@@H](CC1)C2
- lowest unoccupied orbital energy (hartree) = 0.0413
- HOMO-LUMO gap (eV) = 9.5

Listed below, in e, are the Löwdin charges computed for each atom: 0.08, -0.47, -0.04, -0.08, -0.23, -0.13, -0.10, -0.12, 0.08, 0.08, 0.11, 0.10, 0.12, 0.09, 0.09, 0.09, 0.09, 0.12, 0.13

---

Which of them is most stable, and which least? Most stable: ii; least stable: i.

---

i:
# C3H5O3

2 unconnected molecules or ions with the total composition C3H5O3 (the ωB97M-V functional and the def2-TZVPD basis, OMol25).

```
11
C3H5O3 the ωB97M-V functional and the def2-TZVPD basis
C 0.270 0.422 1.235
C 0.419 -0.944 1.083
H 1.139 1.058 1.044
H -0.537 0.792 1.874
H 1.432 -1.349 1.000
H -0.276 -1.600 1.616
H -0.253 -1.014 -0.837
O -0.719 -0.623 -1.808
C -0.645 0.726 -1.816
O 0.042 1.260 -2.712
O -0.872 1.273 -0.680
```

Values from the calculation:
- E_HOMO (eV) = -3.6
- lowest unoccupied orbital energy (hartree) = 0.1540
- total charge = -1
- HOMO-LUMO gap (eV) = 7.8

Listed below, in e, are the Löwdin charges computed for each atom: -0.07, -0.15, 0.07, 0.06, 0.04, 0.03, 0.15, -0.06, -0.85, -0.08, -0.14

---

ii:
# C3H5O3

A molecular structure, C3H5O3 (the ωB97M-V functional and the def2-TZVPD basis, OMol25).

```
11
C3H5O3 the ωB97M-V functional and the def2-TZVPD basis
C -0.294 -0.747 -0.186
C 0.317 -0.036 -1.392
O 1.695 -0.348 -1.506
H -0.967 -1.340 0.459
H -0.435 -1.704 -0.740
H 0.146 1.051 -1.405
H -0.213 -0.376 -2.299
H 2.037 0.023 -2.322
O -1.704 0.591 1.491
O 0.458 -0.135 1.245
C -0.536 0.758 1.122
```

Values from the calculation:
- E_HOMO (alpha / beta) (eV) = -0.9 / -2.1
- lowest unoccupied orbital energy (alpha / beta) (hartree) = 0.1453 / 0.1396
- total charge = -1
- HOMO-LUMO gap (alpha / beta) (eV) = 4.9 / 5.9

Listed below, in e, are the Löwdin charges computed for each atom: -0.21, -0.35, -0.09, 0.09, 0.06, 0.09, 0.09, 0.06, -0.10, -0.12, -0.51

---

Which of them is most stable, and which least? Most stable: i; least stable: ii.